[1]
ORCA calculation (ωB97M-V with the def2-TZVPD basis set) on the molecule C23H29N3O2.

HOMO-LUMO gap = 9.21 eV
E_tot = -1208.6211 Eh
relative energy (zero: lowest compared OMol25 entry of this formula, charge and spin) = 106.0 kJ/mol
SMILES string = Cc1ccc(CN2CCNC(=O)[C@H]2CC(=O)N(C)CCc2ccccc2)cc1
E_LUMO = 0.0291 hartree

The geometry in ORCA input format:
```
! RIJCOSX wB97M-V def2-TZVPD def2/J DEFGRID3
* xyz 0 1
C 5.818 3.476 -0.241
C 5.043 2.259 -0.645
C 5.054 1.809 -1.959
C 4.350 0.676 -2.325
C 3.615 -0.041 -1.388
C 3.623 0.395 -0.067
C 4.322 1.532 0.294
H 4.309 1.858 1.324
H 3.087 -0.158 0.692
C 2.796 -1.240 -1.801
N 1.415 -0.955 -2.186
C 1.258 -0.148 -3.373
H 0.379 -0.517 -3.919
H 2.133 -0.264 -4.012
C 1.017 1.333 -3.044
N -0.211 1.397 -2.292
C -0.549 0.419 -1.428
O -1.654 0.356 -0.920
C 0.582 -0.530 -1.068
C -0.004 -1.736 -0.318
H -0.891 -2.085 -0.836
C -0.287 -1.311 1.116
O 0.527 -0.631 1.723
N -1.425 -1.744 1.694
C -2.433 -2.518 1.005
H -3.240 -2.738 1.699
H -2.016 -3.462 0.647
H -2.853 -1.961 0.165
C -1.728 -1.254 3.024
H -2.285 -2.022 3.567
H -0.772 -1.079 3.524
C -2.518 0.065 2.995
C -3.923 -0.124 2.501
C -4.900 -0.635 3.348
C -6.191 -0.839 2.896
C -6.523 -0.532 1.587
C -5.557 -0.021 0.737
C -4.265 0.183 1.190
H -3.510 0.567 0.520
H -5.810 0.220 -0.285
H -7.531 -0.690 1.233
H -6.940 -1.237 3.565
H -4.646 -0.871 4.373
H -1.983 0.761 2.347
H -2.533 0.472 4.008
H 0.734 -2.539 -0.294
H 1.180 0.050 -0.343
H -0.927 2.062 -2.543
H 1.853 1.725 -2.452
H 0.921 1.927 -3.954
H 2.756 -1.951 -0.973
H 3.265 -1.739 -2.654
H 4.380 0.343 -3.354
H 5.621 2.349 -2.704
H 5.296 4.025 0.540
H 5.980 4.135 -1.090
H 6.793 3.183 0.151
*
```

[2]
ORCA calculation (ωB97M-V with the def2-TZVPD basis set) on the molecule C3H4FNOS2 in a non-equilibrium geometry.

HOMO-LUMO gap = 8.06 eV
E_tot = -1142.8687 Eh
relative energy (zero: lowest compared OMol25 entry of this formula, charge and spin) = 202.8 kJ/mol
SMILES string = O/N=C(\CF)C(=S)S
E_LUMO = -0.0343 hartree

The geometry in ORCA input format:
```
! RIJCOSX wB97M-V def2-TZVPD def2/J DEFGRID3
* xyz 0 1
C 0.103 -0.059 -0.071
C 0.923 1.217 -0.147
C -1.377 0.030 0.036
H 2.144 -2.249 -0.082
H 2.029 0.935 -0.316
H 0.545 1.841 -0.949
H -3.395 -0.998 0.433
N 0.595 -1.240 -0.031
O 1.953 -1.293 -0.115
F 0.804 1.899 1.037
S -2.139 -1.495 0.431
S -2.184 1.412 -0.227
*
```